No. 1
{"formula": "C6H9NO", "method": "ωB97M-V with the def2-TZVPD basis set", "elements": ["H", "H", "C", "O", "H", "H", "C", "C", "H", "H", "H", "H", "C", "N", "C", "H", "C"], "coordinates": [[0.60715, -1.19862, -1.82962], [1.40576, -2.14578, -0.47036], [-1.92301, -0.97575, -0.03381], [-0.96381, 1.85430, -0.51022], [-2.45348, -0.97223, -1.13730], [-2.56707, -0.50636, 0.81732], [0.97025, 0.84606, 0.47973], [-0.15351, 0.86242, -0.38782], [-0.70948, 0.44404, 1.79749], [1.47406, 1.63144, 0.84328], [-2.28126, -2.13920, 0.48789], [2.37875, -0.75140, 0.28342], [0.83264, -1.15693, -0.82502], [1.77283, -0.08974, -0.33036], [0.12797, -0.24707, 1.31885], [0.74064, -0.84238, 1.93134], [-0.40340, -0.61636, 0.05988]], "gap_ev": 9.76, "largest_force_ev_per_a": 8.7, "multiplicity": 1, "e_above_lowest_kcal_mol": 126.47}



No. 2
{"formula": "C7H11N2O2", "method": "ωB97M-V with the def2-TZVPD basis set", "elements": ["H", "H", "C", "C", "N", "C", "H", "O", "C", "C", "H", "H", "H", "O", "H", "H", "H", "H", "N", "C", "C", "H"], "coordinates": [[1.32219, -1.56102, 1.26250], [-2.36125, -0.66017, -2.02553], [0.93613, -0.94581, 2.06908], [-2.65191, 1.28678, -1.06688], [0.17606, -1.09900, -1.88912], [-1.94484, -0.05402, -1.21409], [2.44262, 0.31756, -0.13588], [1.57724, 1.17148, 2.99599], [1.43559, -1.00888, -1.46370], [1.93723, 0.17432, 2.34566], [2.27143, -1.57039, -1.83393], [-2.54966, 1.80410, -2.02009], [0.14012, 1.49778, 0.14855], [3.09096, -0.02030, 1.84081], [0.88076, -1.50543, 3.01557], [-2.28741, 1.89142, -0.23626], [-3.71079, 1.14819, -0.82961], [-2.16993, -0.75946, -0.39703], [1.61405, 0.02302, -0.64028], [0.41630, 0.66992, -0.47753], [-0.44565, -0.02227, -1.29155], [-0.11924, -0.77785, 1.84334]], "gap_ev": 7.92, "largest_force_ev_per_a": 1.8, "multiplicity": 1, "e_above_lowest_kcal_mol": 15.00, "total_charge": -1}



No. 3
{"formula": "C4H8NO", "method": "ωB97M-V with the def2-TZVPD basis set", "elements": ["H", "H", "C", "H", "H", "N", "H", "O", "C", "H", "C", "H", "C", "H"], "coordinates": [[-2.17140, 1.37649, -0.13961], [-0.16875, -1.84205, 0.61536], [0.04258, -1.18201, -0.16825], [0.07819, 1.75704, 0.68672], [2.00687, -0.47559, 0.92691], [-1.83787, 0.44537, -0.53670], [-2.08720, -0.01577, -1.46194], [1.66607, 0.59363, -0.73684], [-0.83526, -0.07265, 0.10271], [0.07492, -1.66728, -1.12448], [0.09147, 0.67961, 0.99834], [-0.07476, 0.42925, 2.01014], [1.14351, -0.15677, 0.29707], [2.07161, 0.13071, -1.46942]], "gap_ev": 10.55, "largest_force_ev_per_a": 2.7, "multiplicity": 1, "e_above_lowest_kcal_mol": 25.82, "total_charge": 1}



Number 1: E_HOMO -9.287 eV. Number 2: E_HOMO -4.365 eV. Number 3: E_HOMO -15.088 eV.